# 1
{"formula": "C3H9NO", "method": "ωB97M-V/def2-TZVPD", "charge": -1, "e_above_lowest_kcal_mol": 13.8, "s_squared": 0.750, "multiplicity": 2, "molar_mass_da": 75.11, "lumo_energy_ev": [4.1, 4.0], "gap_ev": [2.979, 9.857], "homo_ev": [1.11, -5.85], "symbols": ["N", "C", "C", "C", "H", "H", "H", "H", "H", "H", "H", "H", "H", "O"], "xyz": [[0.590, -0.221, 2.302], [0.128, -0.219, 0.918], [1.332, -0.161, -1.338], [1.144, 0.242, -0.093], [-0.043, -0.693, 2.932], [0.763, 0.721, 2.596], [-0.731, 0.456, 0.792], [-0.220, -1.221, 0.671], [2.001, 0.367, -2.013], [0.821, -0.948, -1.882], [1.750, 1.083, 0.255], [-2.579, -0.409, -1.221], [-2.838, 0.681, -2.234], [-2.119, 0.321, -1.684]]}

---

# 2
{"formula": "C17H30FN3O6S", "method": "ωB97M-V/def2-TZVPD", "e_above_lowest_kcal_mol": 10.5, "smiles": "C[C@@H](CC(=O)N1CC(F)(C(=O)N(CCS(=O)(=O)O)CC(N)=O)C1)CC(C)(C)C", "molar_mass_da": 423.51, "lumo_energy_ev": 0.2, "gap_ev": 9.807, "homo_ev": -9.61, "symbols": ["C", "C", "C", "C", "O", "N", "C", "C", "F", "C", "O", "N", "C", "C", "S", "O", "O", "O", "C", "C", "N", "O", "C", "C", "C", "C", "C", "C", "H", "H", "H", "H", "H", "H", "H", "H", "H", "H", "H", "H", "H", "H", "H", "H", "H", "H", "H", "H", "H", "H", "H", "H", "H", "H", "H", "H", "H", "H"], "xyz": [[-2.718, -2.455, 3.313], [-2.266, -2.291, 1.862], [-3.358, -1.555, 1.068], [-3.117, -1.680, -0.418], [-3.434, -2.666, -1.058], [-2.446, -0.656, -1.006], [-2.191, 0.739, -0.662], [-1.332, 0.812, -1.949], [-1.708, 1.803, -2.841], [0.174, 0.900, -1.680], [0.902, -0.044, -1.924], [0.636, 2.037, -1.085], [2.079, 2.083, -0.859], [2.839, 2.320, -2.163], [4.587, 2.388, -1.915], [5.233, 2.473, -3.189], [4.860, 3.321, -0.872], [4.891, 0.942, -1.314], [-0.139, 3.276, -1.096], [0.463, 4.328, -0.169], [0.744, 5.515, -0.758], [0.643, 4.112, 1.010], [-1.829, -0.590, -2.325], [-0.896, -1.594, 1.765], [0.322, -2.501, 1.521], [0.441, -3.581, 2.597], [1.575, -1.621, 1.552], [0.220, -3.153, 0.139], [-2.868, -1.478, 3.780], [-3.657, -3.006, 3.374], [-1.973, -2.991, 3.901], [-2.187, -3.289, 1.423], [-4.325, -2.015, 1.272], [-3.418, -0.508, 1.383], [-3.079, 1.375, -0.703], [-1.644, 0.906, 0.268], [2.308, 2.858, -0.134], [2.387, 1.136, -0.422], [2.651, 1.526, -2.886], [2.583, 3.278, -2.620], [5.205, 0.372, -2.031], [-0.231, 3.668, -2.111], [-1.148, 3.090, -0.731], [0.586, 5.686, -1.733], [1.119, 6.249, -0.180], [-1.046, -1.328, -2.488], [-2.539, -0.582, -3.154], [-0.902, -0.870, 0.947], [-0.730, -1.010, 2.677], [-0.404, -4.273, 2.571], [1.350, -4.167, 2.445], [0.490, -3.140, 3.596], [1.525, -0.853, 0.774], [1.685, -1.125, 2.519], [2.472, -2.217, 1.373], [0.142, -2.391, -0.641], [1.114, -3.747, -0.067], [-0.643, -3.816, 0.056]]}

---

# 3
{"formula": "C2H2Br3I", "method": "ωB97M-V/def2-TZVPD", "e_above_lowest_kcal_mol": 5.5, "s_squared": 2.007, "multiplicity": 3, "molar_mass_da": 392.65, "lumo_energy_ev": [0.1, -4.0], "gap_ev": [6.660, 5.859], "homo_ev": [-6.57, -9.84], "symbols": ["C", "C", "Br", "Br", "Br", "I", "H", "H"], "xyz": [[0.857, 0.154, -0.114], [-0.728, 0.025, 0.088], [1.646, -1.730, 0.321], [-1.660, -0.753, -1.477], [-1.236, -0.863, 1.731], [-1.378, 2.122, 0.020], [1.321, 0.748, 0.653], [1.178, 0.296, -1.222]]}

---

# 4
{"formula": "C5H24NO9", "method": "ωB97M-V/def2-TZVPD", "charge": -1, "e_above_lowest_kcal_mol": 23.6, "molar_mass_da": 242.25, "lumo_energy_ev": 3.1, "gap_ev": 9.535, "homo_ev": -6.43, "symbols": ["O", "C", "C", "C", "C", "N", "C", "O", "H", "H", "H", "H", "H", "H", "H", "H", "H", "H", "H", "H", "O", "H", "H", "O", "H", "H", "O", "H", "H", "O", "H", "H", "O", "H", "H", "O", "H", "H", "O"], "xyz": [[0.350, -1.539, -2.316], [0.349, -1.829, -0.950], [-0.693, -1.020, -0.092], [-1.967, -0.648, -0.808], [-2.743, -1.923, -1.131], [0.078, 0.159, 0.378], [1.418, -0.388, 0.499], [1.574, -1.588, -0.307], [0.140, -2.889, -0.940], [-0.901, -1.703, 0.748], [-2.633, -0.035, -0.192], [-1.709, -0.152, -1.742], [-3.537, -2.166, -0.415], [-3.167, -1.867, -2.146], [-2.131, -2.820, -1.273], [0.124, 0.832, -0.386], [2.198, 0.324, 0.214], [1.740, -0.824, 1.464], [0.956, 3.109, -1.874], [0.500, 1.560, -2.517], [0.662, 2.391, -1.275], [1.566, -3.247, 2.261], [2.642, -3.246, 1.223], [2.534, -3.269, 2.189], [0.484, -1.245, 3.780], [1.862, -1.755, 3.999], [0.941, -2.047, 4.089], [-1.652, 2.093, 1.759], [-1.199, 0.660, 1.768], [-1.670, 1.318, 2.314], [-0.868, 4.143, 0.775], [-0.490, 3.123, -0.375], [-1.251, 3.544, 0.128], [-0.160, 1.439, -3.885], [0.397, -0.593, -2.555], [0.622, 1.118, -3.441], [1.294, 3.238, -0.034], [2.592, 3.997, 0.350], [1.747, 3.746, 0.716]]}

---

# 5
{"formula": "C4H13NOS", "method": "ωB97M-V/def2-TZVPD", "e_above_lowest_kcal_mol": 36.0, "smiles": "CCNCCS.O", "molar_mass_da": 123.22, "lumo_energy_ev": 0.8, "gap_ev": 8.854, "homo_ev": -8.05, "symbols": ["C", "C", "N", "C", "C", "S", "H", "H", "H", "H", "H", "H", "H", "H", "H", "H", "H", "O", "H", "H"], "xyz": [[-1.354, -0.828, 1.058], [-0.448, -1.478, -0.036], [0.586, -0.670, -0.616], [0.134, 0.613, -1.094], [1.097, 1.362, -1.976], [0.994, 0.720, -3.712], [-2.325, -0.625, 0.618], [-0.952, 0.099, 1.419], [-1.365, -1.456, 1.938], [-0.040, -2.410, 0.329], [-1.172, -1.667, -0.841], [1.550, -0.799, -0.813], [-0.836, 0.565, -1.625], [-0.177, 1.246, -0.254], [2.131, 1.087, -1.731], [1.119, 2.445, -1.879], [2.105, 1.370, -4.086], [-0.462, -0.208, 4.375], [-0.971, 0.586, 4.198], [0.387, 0.049, 4.729]]}

---

# 6
{"formula": "C3H6N4S", "method": "ωB97M-V/def2-TZVPD", "e_above_lowest_kcal_mol": 44.8, "smiles": "[H]/N=c1\\ncn(C)n1S", "molar_mass_da": 130.18, "lumo_energy_ev": 0.6, "gap_ev": 9.299, "homo_ev": -8.67, "symbols": ["H", "N", "C", "N", "C", "N", "C", "N", "S", "H", "H", "H", "H", "H"], "xyz": [[-1.633, -2.160, 2.051], [-0.700, -1.768, 1.969], [-0.723, -0.906, 1.042], [-1.789, -0.520, 0.213], [-1.240, 0.208, -0.689], [0.114, 0.347, -0.616], [0.776, 1.591, -0.936], [0.433, -0.186, 0.648], [1.975, -0.913, 0.798], [-1.764, 0.680, -1.525], [0.428, 1.907, -1.942], [1.858, 1.404, -1.014], [0.613, 2.391, -0.200], [1.651, -2.075, 0.201]]}